(1)
13
Properties=species:S:1:pos:R:3:forces:R:3:lowdin_charge:R:1 method="wB97M-V/def2-TZVPD" gap_ev=9.41 de_lowest_kcal_mol=36.15 smiles=c1cn2c(n1)CC2 e_homo_ha=-0.31366
C 1.078 1.774 -0.402 1.6 1.6 0.0 -0.173
C 1.257 0.922 0.680 0.5 0.0 0.0 -0.066
N 0.352 -0.064 0.404 -0.8 -0.3 0.1 -0.059
C -0.311 0.294 -0.704 -0.6 -2.0 -0.3 -0.378
N 0.094 1.376 -1.283 0.2 0.3 0.4 0.106
C -1.245 -0.926 -0.674 -0.1 0.2 0.6 -0.035
C -0.502 -1.263 0.699 1.0 0.0 -0.1 -0.056
H 1.697 2.672 -0.645 -0.7 -0.9 0.4 0.105
H 1.948 0.863 1.532 -0.4 0.3 -0.7 0.109
H -1.102 -1.702 -1.448 -0.2 0.6 0.3 0.106
H -2.306 -0.648 -0.520 0.5 -0.4 -0.3 0.107
H 0.126 -2.206 0.740 -1.0 1.0 0.0 0.125
H -1.084 -1.093 1.620 0.1 -0.4 -0.5 0.111

(2)
70
Properties=species:S:1:pos:R:3:forces:R:3:lowdin_charge:R:1 method="wB97M-V/def2-TZVPD" gap_ev="5.42 / 5.16" s2=0.850 de_lowest_kcal_mol=39.18 e_homo_ha="-0.05280 / -0.04313" spin_multiplicity=2 charge=-2
Cr -0.764 0.185 -0.161 -0.6 -0.1 0.1 0.380
Se -2.564 -1.615 0.570 -0.1 -0.2 0.1 0.655
C -3.718 -1.369 2.069 0.1 -0.1 -0.3 -0.690
C -3.234 -1.398 3.381 -0.1 0.0 0.1 -0.150
C -4.110 -1.215 4.436 -0.1 0.0 0.0 -0.189
N -5.426 -1.021 4.300 -0.1 0.0 0.1 0.014
C -5.887 -1.018 3.049 0.0 0.0 0.0 -0.197
C -5.097 -1.184 1.924 0.1 0.0 0.1 -0.139
H -2.179 -1.549 3.564 0.1 0.0 0.0 0.042
H -3.745 -1.219 5.460 0.1 0.0 0.0 0.090
H -6.959 -0.862 2.951 0.0 0.0 -0.1 0.085
H -5.532 -1.160 0.934 0.0 0.0 0.0 0.084
Te 0.814 -1.031 2.600 0.1 -0.2 0.4 1.197
C 2.227 -2.530 3.210 -0.1 0.2 -0.3 -0.563
C 3.527 -2.588 2.705 0.1 0.1 -0.1 -0.149
C 4.417 -3.572 3.111 0.0 0.0 0.0 -0.119
C 4.033 -4.522 4.048 0.0 0.0 0.0 -0.134
C 2.746 -4.471 4.570 0.1 0.0 0.0 -0.123
C 1.856 -3.493 4.150 -0.1 0.1 0.0 -0.172
H 3.848 -1.845 1.984 0.0 0.0 0.0 0.080
H 5.419 -3.594 2.695 0.0 0.0 0.0 0.089
H 4.722 -5.294 4.368 0.0 0.0 0.0 0.083
H 2.426 -5.208 5.299 0.0 0.0 0.0 0.088
H 0.850 -3.477 4.554 0.0 0.0 0.0 0.082
C 2.377 -0.399 -0.078 0.0 -0.1 0.1 -0.147
C 0.951 -0.710 0.314 0.3 0.0 0.2 -0.877
O 0.259 -1.507 -0.413 -0.1 0.1 -0.3 -0.295
H 2.955 -1.325 -0.176 0.0 0.0 0.0 0.072
H 2.863 0.258 0.644 0.0 0.0 0.0 0.051
H 2.356 0.085 -1.053 0.0 0.0 0.0 0.027
O 0.106 1.132 -1.647 0.1 0.1 -0.2 -0.315
C 0.758 2.318 -1.873 -0.1 -0.2 -0.1 -0.605
C 1.554 2.757 -0.652 0.0 -0.1 0.1 -0.451
C 2.778 3.356 -0.583 -0.1 0.1 -0.1 -0.139
C 3.200 3.599 0.751 0.1 0.0 0.0 -0.198
C 2.284 3.173 1.662 -0.3 -0.1 0.1 -0.379
S 0.905 2.464 0.920 0.4 0.4 -0.1 1.076
C -0.210 3.427 -2.308 0.0 0.2 0.1 -0.448
C -1.296 3.281 -3.115 0.1 -0.1 0.1 -0.123
C -1.953 4.505 -3.396 -0.1 0.1 -0.1 -0.193
C -1.351 5.574 -2.807 0.3 0.0 0.2 -0.429
S 0.016 5.085 -1.877 -0.2 -0.2 -0.2 1.030
C 1.696 2.122 -3.071 -0.2 -0.1 -0.2 -0.429
C 2.341 3.024 -3.869 0.1 0.0 0.2 -0.149
C 3.029 2.417 -4.951 0.1 0.0 -0.1 -0.213
C 2.874 1.065 -4.970 -0.2 -0.2 0.2 -0.432
S 1.871 0.520 -3.679 0.1 0.3 -0.1 1.096
H 3.355 3.609 -1.461 0.0 0.0 0.0 0.099
H 4.147 4.055 1.008 0.0 0.0 0.0 0.086
H 2.339 3.205 2.739 0.0 0.0 0.0 0.063
H -1.612 2.307 -3.461 0.0 0.0 0.0 0.125
H -2.845 4.588 -4.003 0.0 0.0 0.0 0.091
H -1.635 6.615 -2.829 -0.1 0.0 0.0 0.046
H 2.320 4.090 -3.686 0.0 0.0 0.0 0.100
H 3.602 2.974 -5.681 0.0 0.0 0.0 0.085
H 3.275 0.355 -5.677 0.0 0.0 0.0 0.046
F -2.852 4.656 4.910 0.0 0.0 0.0 -0.007
C -2.707 3.956 3.738 0.0 0.0 -0.1 -0.306
C -3.096 2.634 3.684 0.0 0.1 0.1 -0.020
C -2.955 1.941 2.492 0.1 0.0 -0.1 -0.025
C -2.417 2.529 1.334 -0.1 0.2 0.2 -0.325
C -2.256 1.770 0.080 0.1 0.0 -0.1 -0.221
C -2.056 3.882 1.448 0.0 -0.1 -0.1 -0.084
C -2.190 4.595 2.631 0.0 0.1 0.1 -0.043
H -3.513 2.153 4.561 0.0 0.0 0.0 0.108
H -3.269 0.909 2.453 0.0 0.1 0.0 0.075
H -2.133 2.462 -0.754 0.0 0.1 0.0 0.024
H -3.167 1.191 -0.105 0.1 -0.1 0.0 0.021
H -1.663 4.392 0.577 0.0 0.0 -0.1 0.082
H -1.912 5.641 2.690 0.0 0.0 0.0 0.103

(3)
74
Properties=species:S:1:pos:R:3:forces:R:3:lowdin_charge:R:1 method="wB97M-V/def2-TZVPD" gap_ev=9.89 de_lowest_kcal_mol=98.62 smiles="NC(N)=O.CC(C)O.CO.CO.CO.CO.CO.CO.CO.CO.CO" e_homo_ha=-0.34309
N -4.069 -0.296 -1.248 0.1 0.1 0.4 0.175
C -3.880 0.992 -1.645 0.0 0.6 -0.5 -0.661
N -4.091 1.196 -3.006 -0.3 -0.4 0.3 0.136
O -3.537 1.917 -0.922 0.2 -0.5 -0.1 0.018
H -3.969 -0.537 -0.264 -0.1 0.2 -0.1 0.073
H -4.570 -0.928 -1.839 0.0 -0.2 -0.1 0.094
H -4.414 0.444 -3.584 0.1 -0.1 -0.1 0.082
H -3.700 1.989 -3.470 0.0 0.3 0.2 0.089
C 0.476 -2.273 3.833 0.2 0.1 0.2 -0.041
C 0.854 -0.797 4.100 0.2 -1.9 0.2 -0.439
C 1.927 -0.753 5.184 -0.2 0.3 0.0 -0.050
O 1.335 -0.255 2.872 0.1 0.5 -0.1 -0.097
H 0.001 -2.768 4.684 0.0 0.3 0.1 0.082
H 1.413 -2.810 3.659 -0.1 -0.1 -0.2 0.081
H -0.181 -2.389 2.973 0.1 0.1 -0.1 0.070
H -0.040 -0.280 4.442 0.1 0.5 -0.4 0.135
H 2.253 0.276 5.339 -0.1 0.0 0.3 0.084
H 2.822 -1.335 4.959 -0.1 -0.1 -0.4 0.076
H 1.500 -1.203 6.083 0.1 0.3 0.2 0.085
H 2.158 -0.732 2.662 0.0 0.1 0.2 0.058
C 2.441 2.600 -1.717 0.2 -0.5 0.4 -0.137
O 1.394 2.489 -2.661 0.1 -0.1 -0.3 -0.142
H 2.769 1.588 -1.461 -0.2 0.0 0.0 0.077
H 3.342 3.096 -2.093 -0.3 0.3 -0.1 0.082
H 2.098 3.071 -0.792 0.1 0.1 0.0 0.068
H 0.909 3.331 -2.708 -0.1 -0.1 0.1 0.050
C 0.862 3.185 2.066 -0.6 -0.4 0.1 -0.168
O 2.057 2.426 2.037 -0.1 0.0 -0.2 -0.126
H 0.844 3.906 1.250 0.3 0.2 0.2 0.061
H -0.026 2.554 1.926 0.1 -0.1 -0.1 0.075
H 0.713 3.676 3.033 0.2 0.3 -0.1 0.079
H 1.838 1.528 2.328 0.1 0.1 0.2 0.033
C 1.718 -3.543 -3.635 -0.7 0.8 0.3 -0.117
O 1.589 -2.591 -2.576 0.4 -0.3 0.5 -0.166
H 2.720 -3.492 -4.059 -0.1 -0.1 -0.2 0.076
H 1.507 -4.534 -3.240 0.2 0.0 0.1 0.081
H 0.930 -3.320 -4.359 0.3 -0.2 -0.4 0.081
H 1.396 -1.699 -2.910 -0.2 -0.2 -0.3 0.043
C -0.270 0.570 -0.313 1.3 -0.1 0.0 -0.115
O -0.655 0.052 0.952 -0.2 0.3 -0.1 -0.133
H 0.414 -0.145 -0.787 -0.4 -0.1 -0.3 0.075
H -1.118 0.803 -0.948 -0.2 -0.2 0.2 0.076
H 0.354 1.466 -0.207 -0.4 0.2 0.1 0.057
H 0.160 -0.013 1.478 -0.3 -0.3 0.3 0.047
C -3.251 -1.259 2.846 0.7 -0.2 0.9 -0.159
O -3.258 -0.692 1.558 -0.1 -0.4 0.1 -0.150
H -2.585 -0.680 3.500 -0.2 0.1 0.1 0.075
H -4.225 -1.294 3.331 -0.2 0.3 -0.4 0.077
H -2.861 -2.285 2.898 0.0 0.0 -0.4 0.074
H -2.318 -0.530 1.349 -0.1 0.3 -0.2 0.034
C -0.672 0.117 -4.206 0.6 -0.2 0.2 -0.112
O 0.463 -0.184 -3.398 0.1 -0.1 0.0 -0.164
H -1.124 -0.841 -4.457 -0.1 0.1 0.0 0.082
H -1.385 0.732 -3.655 -0.1 0.0 -0.1 0.061
H -0.344 0.600 -5.128 -0.2 0.2 0.0 0.083
H 0.871 0.639 -3.088 -0.1 0.3 -0.1 0.047
C -1.342 -2.805 -0.877 0.8 -0.5 -0.4 -0.149
O -0.112 -3.453 -0.531 0.0 0.4 0.1 -0.149
H -1.124 -1.918 -1.477 -0.3 0.1 0.0 0.060
H -1.921 -3.511 -1.482 -0.3 0.2 0.1 0.075
H -1.888 -2.517 0.018 0.0 0.0 0.0 0.059
H 0.561 -3.123 -1.157 -0.2 -0.2 0.1 0.020
C 3.563 -1.579 0.882 0.4 -0.5 -0.6 -0.123
O 3.853 -1.524 2.278 -0.2 0.2 -0.2 -0.128
H 4.075 -2.426 0.414 -0.2 -0.1 0.1 0.087
H 2.490 -1.714 0.763 0.0 0.0 0.0 0.077
H 3.888 -0.705 0.307 -0.1 0.2 0.4 0.083
H 4.800 -1.610 2.409 0.0 0.1 0.0 0.092
C -1.125 4.195 -1.096 -1.1 -0.7 -0.3 -0.114
O -0.361 4.601 -2.227 0.6 0.2 0.1 -0.130
H -1.929 3.530 -1.423 -0.1 0.0 0.1 0.057
H -0.530 3.586 -0.421 0.4 0.3 -0.1 0.049
H -1.597 5.016 -0.559 0.3 0.2 0.0 0.089
H -0.885 5.174 -2.791 -0.1 0.0 0.1 0.090

(4)
122
Properties=species:S:1:pos:R:3:forces:R:3:lowdin_charge:R:1 method="wB97M-V/def2-TZVPD" gap_ev=6.97 de_lowest_kcal_mol=0.00 e_homo_ha=-0.37862 charge=+1
Pb 0.188 -0.484 -0.831 0.2 -0.1 0.0 0.946
Cl -1.320 0.502 -3.622 -0.1 0.1 -0.1 0.689
C -0.613 -0.140 -5.064 0.0 0.2 0.0 -0.657
C -0.271 -1.486 -5.128 0.0 0.0 0.0 -0.543
C 0.188 -1.999 -6.340 0.0 0.0 0.0 -0.665
Cl 0.537 -3.673 -6.485 0.0 0.0 -0.1 0.786
C 0.384 -1.163 -7.438 0.0 0.0 0.0 -0.691
Cl 0.977 -1.798 -8.914 0.0 0.0 0.0 0.727
C 0.101 0.200 -7.334 0.0 0.0 0.0 -0.693
Cl 0.382 1.241 -8.664 0.0 0.0 0.0 0.725
C -0.420 0.710 -6.147 0.0 0.1 0.0 -0.689
Cl -0.807 2.381 -6.023 0.0 -0.1 0.0 0.708
C 0.087 0.879 3.064 -0.1 0.0 0.0 -0.274
N 0.326 2.206 2.520 0.1 0.0 -0.1 -0.189
C -0.755 2.715 1.701 0.0 0.0 0.1 -0.313
P -0.748 2.146 -0.064 -0.1 0.1 0.0 0.970
C 0.412 3.299 -0.872 0.0 -0.1 0.0 -0.374
C 0.189 3.675 -2.198 0.0 0.0 0.0 -0.115
C 1.094 4.496 -2.854 0.0 0.0 0.0 -0.082
C 2.238 4.936 -2.199 0.0 0.0 0.0 -0.085
C 2.473 4.553 -0.886 0.0 0.0 0.0 -0.067
C 1.566 3.735 -0.223 0.0 0.0 0.0 -0.079
C -2.377 2.732 -0.610 0.0 -0.1 -0.1 -0.381
C -3.292 1.820 -1.131 0.0 0.0 0.1 -0.119
C -4.534 2.257 -1.577 0.0 0.0 0.0 -0.067
C -4.866 3.600 -1.492 0.0 0.0 0.0 -0.065
C -3.960 4.513 -0.962 0.0 0.0 0.0 -0.064
C -2.718 4.083 -0.528 0.0 0.0 0.0 -0.085
C 0.967 3.123 3.412 -0.1 0.0 0.0 -0.248
C 2.252 2.826 3.866 0.0 0.0 0.0 -0.023
C 2.908 3.688 4.728 0.0 0.0 0.0 -0.069
C 2.304 4.867 5.142 0.0 0.0 0.0 -0.085
C 1.026 5.164 4.697 0.0 0.0 0.0 -0.073
C 0.354 4.295 3.846 0.0 0.0 0.0 -0.025
P 0.680 -0.507 1.972 0.0 0.1 0.2 0.984
C 0.009 -1.985 2.785 0.0 0.0 -0.1 -0.357
C -1.314 -1.985 3.228 0.0 0.0 0.0 -0.095
C -1.877 -3.133 3.768 0.0 0.0 0.0 -0.069
C -1.140 -4.304 3.843 0.0 0.0 0.0 -0.066
C 0.165 -4.327 3.369 0.0 0.0 0.0 -0.064
C 0.733 -3.176 2.845 0.1 0.0 0.0 -0.104
C 2.464 -0.438 2.295 0.1 -0.1 -0.2 -0.391
C 3.215 0.308 1.385 0.0 -0.1 0.0 -0.131
C 4.573 0.505 1.587 0.0 0.0 0.0 -0.084
C 5.195 -0.059 2.692 0.0 0.0 0.0 -0.066
C 4.455 -0.808 3.600 0.0 0.0 0.0 -0.061
C 3.093 -0.994 3.408 0.0 0.1 0.1 -0.085
H -0.978 0.734 3.274 0.0 0.0 0.0 0.086
H 0.628 0.773 4.003 0.0 0.0 0.0 0.109
H -0.691 3.800 1.647 0.0 0.0 0.0 0.083
H -1.744 2.453 2.100 0.0 0.0 0.0 0.109
H -0.705 3.344 -2.715 0.0 0.0 0.0 0.087
H 0.904 4.794 -3.877 0.0 0.0 0.0 0.108
H 2.941 5.582 -2.709 0.0 0.0 0.0 0.110
H 3.361 4.896 -0.370 0.0 0.0 0.0 0.111
H 1.764 3.444 0.803 0.0 0.0 0.0 0.094
H -3.042 0.765 -1.163 0.0 0.0 0.0 0.054
H -5.240 1.549 -1.990 0.0 0.0 0.0 0.110
H -5.832 3.940 -1.843 0.0 0.0 0.0 0.110
H -4.223 5.560 -0.894 0.0 0.0 0.0 0.110
H -2.007 4.806 -0.146 0.0 0.0 0.0 0.112
H 2.739 1.917 3.534 0.0 0.0 0.0 0.092
H 3.906 3.440 5.068 0.0 0.0 0.0 0.108
H 2.821 5.543 5.810 0.0 0.0 0.0 0.106
H 0.535 6.071 5.023 0.0 0.0 0.0 0.108
H -0.659 4.534 3.548 0.0 0.0 0.0 0.107
H -1.934 -1.105 3.136 0.0 0.0 0.0 0.099
H -2.902 -3.107 4.115 0.0 0.0 0.0 0.115
H -1.579 -5.199 4.264 0.0 0.0 0.0 0.111
H 0.744 -5.240 3.408 0.0 0.0 0.0 0.111
H 1.762 -3.219 2.510 0.0 0.0 0.0 0.091
H 2.735 0.739 0.511 0.0 0.0 0.0 0.067
H 5.145 1.094 0.881 0.0 0.0 0.0 0.110
H 6.256 0.084 2.849 0.0 0.0 0.0 0.111
H 4.939 -1.242 4.465 0.0 0.0 0.0 0.112
H 2.521 -1.549 4.141 0.0 0.0 0.0 0.111
O 2.114 -2.581 -0.387 0.1 0.1 0.1 -0.141
H 2.943 -2.139 -0.666 -0.1 0.0 0.0 -0.003
H 2.283 -2.835 0.528 -0.1 -0.1 0.0 0.026
Se 6.309 -1.592 -1.345 0.1 -0.1 0.1 1.185
N 6.730 -0.206 -2.352 -0.1 0.1 0.0 -0.206
C 5.603 0.433 -2.600 0.0 0.1 0.0 -0.385
C 5.474 1.618 -3.394 0.0 -0.1 0.0 0.016
C 4.232 2.127 -3.543 -0.1 0.0 0.0 -0.027
C 3.105 1.489 -2.913 0.0 0.0 0.0 -0.115
N 3.161 0.423 -2.176 0.2 0.0 0.0 0.100
C 4.408 -0.129 -2.017 -0.1 0.0 0.0 -0.463
N 4.578 -1.227 -1.307 0.0 0.0 0.1 -0.231
H 6.350 2.066 -3.844 0.0 0.0 0.0 0.125
H 4.060 3.021 -4.127 0.0 0.0 0.0 0.109
H 2.118 1.927 -3.049 0.0 0.0 0.0 0.100
C -9.231 -3.468 4.669 0.0 0.0 0.0 -0.072
C -8.020 -3.147 3.831 -0.1 0.0 0.0 -0.740
O -7.157 -2.386 4.166 0.1 0.0 0.0 0.037
S -8.018 -4.021 2.259 0.0 0.0 0.0 1.017
C -6.511 -3.396 1.574 0.0 0.0 0.0 -0.540
C -5.362 -4.175 1.609 0.0 0.0 0.0 -0.081
C -4.167 -3.671 1.124 0.0 -0.1 0.0 -0.031
C -4.109 -2.379 0.601 0.1 0.1 0.1 -0.247
C -5.277 -1.615 0.537 0.0 0.0 0.0 -0.018
C -6.470 -2.121 1.020 0.0 0.0 0.0 -0.078
C -2.854 -1.823 0.175 -0.1 -0.1 -0.1 -0.138
C -1.796 -1.348 -0.182 0.0 0.1 0.1 -0.269
H -8.899 -3.765 5.662 0.0 0.0 0.0 0.091
H -9.840 -4.256 4.230 0.0 0.0 0.0 0.063
H -9.829 -2.563 4.770 0.0 0.0 0.0 0.092
H -5.406 -5.174 2.024 0.0 0.0 0.0 0.109
H -3.267 -4.272 1.148 0.0 0.0 0.0 0.118
H -5.236 -0.619 0.116 0.0 0.0 0.0 0.107
H -7.372 -1.525 0.980 0.0 0.0 0.0 0.114
F 4.833 -4.910 -2.750 0.0 0.0 0.0 0.136
C 3.653 -4.349 -2.993 0.0 0.0 0.0 -0.135
C 2.486 -4.995 -2.631 0.0 -0.1 0.0 -0.139
F 2.539 -6.184 -2.038 0.0 0.0 0.0 0.144
C 1.268 -4.396 -2.885 -0.1 -0.1 0.0 -0.243
F 0.157 -5.043 -2.532 0.1 0.0 0.0 0.107
C 1.174 -3.145 -3.479 -0.1 -0.1 0.1 -0.411
S -0.453 -2.481 -3.676 0.0 0.0 0.0 1.006
C 2.360 -2.505 -3.804 0.0 0.2 0.0 -0.227
F 2.358 -1.279 -4.345 0.0 -0.1 -0.1 0.102
C 3.586 -3.105 -3.591 0.0 0.0 0.0 -0.155
F 4.709 -2.474 -3.944 -0.1 0.0 -0.1 0.101

| no. | molecular weight (Da) |
| --- | --- |
| 1 | 94.1 |
| 2 | 843.3 |
| 3 | 408.5 |
| 4 | 1522.5 |